[1]
Molecular formula: C19H50BN4O8P
Method: DFT, ωB97M-V/def2-TZVPD

Charge ... 0
Gap between HOMO and LUMO ... 9.153 eV
SMILES string ... CCCCON([PH2]=O)C(=O)OB(O)CC.COC[C@@H](C)N.COC[C@@H](C)N.COC[C@@H](C)N

```
83
Properties=species:S:1:pos:R:3:mulliken_charge:R:1
C -3.73509 -1.20494 -3.86696 -0.82
C -3.19751 -2.57162 -3.12718 -0.40
C -2.71766 -2.24499 -1.57371 0.01
C -3.55339 -3.16743 -0.47972 0.01
O -4.49690 -2.34334 0.34709 -0.44
N -3.67485 -1.56062 1.06651 0.63
P -3.32891 -2.21261 2.68922 0.42
O -3.69352 -1.23677 3.88113 -0.67
C -4.10627 -0.11155 1.08961 0.11
O -5.22891 0.35903 1.65127 -0.49
O -3.18027 0.86108 0.41896 -0.26
B -1.85813 0.83679 1.08987 0.48
O -0.88455 -0.28018 1.03017 -0.47
C -1.36360 2.17399 1.97027 -0.59
C 0.14075 2.56380 1.35304 -0.39
H -4.86432 -1.38907 -4.19953 0.26
H -3.77631 -0.25625 -3.15822 0.23
H -3.03278 -0.91222 -4.76173 0.21
H -2.28769 -3.06709 -3.71368 0.31
H -4.09852 -3.34567 -3.17210 0.22
H -2.82133 -1.09351 -1.38694 -0.21
H -1.56051 -2.52996 -1.51072 0.22
H -2.73404 -3.67262 0.22402 -0.13
H -4.15085 -3.99361 -1.07616 0.38
H -1.87469 -2.40819 2.74505 0.04
H -3.90506 -3.51561 2.93191 0.11
H -0.85331 -0.64210 0.08481 0.25
H -1.29711 1.88840 3.12230 0.26
H -2.13648 3.02349 1.74474 0.23
H 0.25080 3.73162 1.56089 0.27
H 0.22134 2.36114 0.19610 -0.11
H 0.95068 1.91854 1.90156 0.26
C 0.85927 2.72066 -2.84319 -0.86
O 0.64346 3.65747 -1.79878 0.18
C 0.96776 5.00773 -2.14144 -0.86
C -0.13921 5.74814 -2.92769 0.08
C -0.21392 5.34513 -4.39865 -1.40
N -1.45943 5.55643 -2.31142 -0.74
H 1.72574 2.97946 -3.45894 0.34
H -0.03801 2.63574 -3.45911 0.24
H 1.03788 1.74169 -2.38839 0.26
H 1.10479 5.52818 -1.18494 0.33
H 1.93274 5.05643 -2.65956 0.50
H 0.10005 6.81836 -2.90001 0.45
H -0.68958 4.37157 -4.54568 0.29
H -0.80669 6.07527 -4.96301 0.35
H 0.78411 5.31019 -4.84751 0.33
H -1.43083 5.92032 -1.35815 0.30
H -1.59062 4.54845 -2.18039 0.29
C 6.24236 1.59053 -2.28954 -0.69
O 4.82881 1.67135 -2.18788 -0.39
C 4.33583 1.71832 -0.84603 -0.51
C 4.38385 3.12229 -0.19923 0.49
C 5.78252 3.53663 0.25216 -1.60
N 3.84793 4.15099 -1.10149 -0.62
H 6.68257 1.00071 -1.48010 0.31
H 6.67249 2.59362 -2.31165 0.25
H 6.48641 1.10876 -3.24110 0.26
H 3.28317 1.41436 -0.90956 0.10
H 4.83574 0.96854 -0.22159 0.50
H 3.75338 3.09079 0.69792 0.33
H 6.42132 3.84253 -0.58093 0.30
H 5.72320 4.39210 0.93601 0.40
H 6.28132 2.72030 0.78467 0.35
H 2.87789 3.92041 -1.32015 0.06
H 4.32851 4.04733 -2.00077 0.38
C 1.46859 -6.62292 3.53225 -0.63
O 0.19813 -7.22199 3.32723 -0.38
C -0.75466 -6.95186 4.35923 -0.73
C -1.46559 -5.58479 4.22698 0.23
C -0.59804 -4.40386 4.65646 -1.44
N -1.94243 -5.35463 2.85616 -0.43
H 1.74260 -6.58533 4.59074 0.29
H 1.48377 -5.62242 3.09582 0.22
H 2.21506 -7.22237 3.00258 0.26
H -1.51675 -7.73627 4.26736 0.35
H -0.30136 -7.07734 5.34957 0.42
H -2.33601 -5.60292 4.89437 0.32
H 0.15655 -4.14122 3.90993 0.27
H -1.21812 -3.51175 4.80689 0.36
H -0.08645 -4.61534 5.60109 0.38
H -2.60079 -6.09508 2.61072 0.27
H -1.15029 -5.51860 2.22685 0.27
```

=====

[2]
Molecular formula: C31H43F2N10O4Rb
Method: DFT, ωB97M-V/def2-TZVPD

Charge ... -2
Energy relative to the best compared isomer or geometry (same formula, charge and spin) ... 0.0 kcal per mole
Gap between HOMO and LUMO ... 3.941 eV

```
91
Properties=species:S:1:pos:R:3:mulliken_charge:R:1
Rb 0.42086 0.07281 -0.27315 0.57
N 0.17759 0.08820 3.13056 -0.02
C 0.44194 1.52552 3.11053 1.17
C -0.11862 2.23103 4.35960 -1.06
C 0.27083 3.69376 4.60141 -0.67
C -0.31995 4.75468 3.66871 -1.20
N -0.18148 4.52350 2.23604 0.07
C 0.92975 4.21403 1.58316 0.07
N 0.84458 3.69348 0.36068 -0.15
N 2.14816 4.46089 2.11308 -0.50
C 1.97406 1.72950 2.92842 0.24
O 2.64142 1.95633 3.95976 -0.77
O 2.39609 1.70693 1.74241 -0.63
H -0.82163 -0.07269 3.19580 0.28
H 0.63681 -0.33673 3.92915 0.29
H -0.06186 1.90464 2.21795 -0.56
H 0.25438 1.67197 5.22226 0.32
H -1.21096 2.12374 4.34743 0.32
H 1.36047 3.72705 4.63194 0.29
H -0.06243 3.98330 5.60422 0.45
H 0.08224 5.73998 3.92923 0.26
H -1.39782 4.81021 3.82762 0.45
H -1.03404 4.29103 1.73261 -0.07
H -0.08128 3.29660 0.10498 -0.01
H 1.66672 3.16670 0.09551 0.36
H 2.15101 4.64049 3.10416 0.32
H 2.81825 3.72330 1.87893 0.39
F -3.54251 6.55547 0.15628 -0.38
C -3.44868 5.21041 0.37078 0.69
C -2.31099 4.52876 -0.01526 -0.21
C -2.16069 3.13847 0.17110 -0.70
C -3.28119 2.47961 0.73621 0.23
C -4.38750 3.21478 1.14610 1.33
F -5.43298 2.59752 1.77061 -0.39
C -4.50824 4.58326 0.98736 -1.05
C -3.38085 0.98379 0.79033 -0.44
C -4.47895 0.36402 0.19136 -0.74
C -4.55646 -1.01611 0.16156 -0.40
C -3.54474 -1.74638 0.76354 -0.72
C -2.49259 -1.05625 1.33932 0.51
N -2.39519 0.27569 1.34658 0.30
H -1.51468 5.11693 -0.47109 0.39
H -5.38802 5.11550 1.31847 0.48
H -5.23822 0.96871 -0.28785 0.38
H -5.37474 -1.50783 -0.34825 0.34
H -3.53552 -2.82752 0.75412 0.37
H -1.66150 -1.60907 1.76526 -0.27
N -2.48068 1.09051 -2.26540 -0.14
C -1.67614 0.24225 -2.97013 0.59
O -0.45236 0.43124 -3.00398 -0.84
C -2.34281 -0.85948 -3.63352 0.14
C -3.72844 -1.04516 -3.48041 0.20
N -4.87591 -1.18060 -3.36249 -0.73
C -1.61131 -1.80825 -4.37608 0.19
N -1.04471 -2.60379 -4.99840 -0.79
H -3.43659 0.84146 -2.08479 0.14
H -2.06010 1.80757 -1.68938 0.21
C 4.23603 0.29322 -1.58911 -1.44
C 4.35952 -0.59004 -0.34704 1.57
C 5.78923 -1.16881 -0.30412 -1.84
C 3.24004 -1.62432 -0.30092 -0.54
H 5.03320 1.04465 -1.65111 0.41
H 3.27400 0.81061 -1.60488 0.14
H 4.28276 -0.32395 -2.49369 0.31
H 4.26055 0.06747 0.52792 -0.28
H 5.95320 -1.81184 -1.17702 0.29
H 5.91737 -1.78652 0.58793 0.39
H 6.56956 -0.39035 -0.29840 0.45
H 3.39492 -2.27028 0.58747 -0.32
H 3.32688 -2.27399 -1.19567 -0.06
C 0.01959 -4.00802 -2.46577 -0.97
N 0.77384 -4.35336 -1.27355 0.44
C 1.80011 -5.35972 -1.42842 -0.81
C 2.90600 -5.15753 -0.41523 -0.20
C 2.30453 -5.03548 0.96882 -0.80
N 1.28001 -4.01363 0.98911 0.41
C 1.15802 -3.22660 2.19645 -0.74
C 0.54446 -3.66572 -0.11249 0.27
O -0.32685 -2.79879 -0.05827 -0.53
H 0.68626 -3.65819 -3.25564 0.47
H -0.68199 -3.21353 -2.23862 -0.08
H -0.53438 -4.87692 -2.83582 0.30
H 2.20188 -5.27877 -2.44189 0.42
H 1.36095 -6.36609 -1.33665 0.30
H 3.42724 -4.22294 -0.63508 -0.16
H 3.61884 -5.98415 -0.45091 0.38
H 3.08178 -4.74104 1.67776 0.42
H 1.89246 -5.99757 1.31068 0.32
H 2.13995 -2.84957 2.49131 0.39
H 0.73469 -3.81853 3.01803 0.33
H 0.52591 -2.36594 2.00748 -0.19
```

=====

[3]
Molecular formula: C12H24Cl12F6Mg2N3O12S6
Method: DFT, ωB97M-V/def2-TZVPD

Charge ... +1
Energy relative to the best compared isomer or geometry (same formula, charge and spin) ... 116.9 kcal per mole
Gap between HOMO and LUMO ... 5.017 eV

```
77
Properties=species:S:1:pos:R:3:mulliken_charge:R:1
Mg 0.18067 23.14404 -10.16675 0.91
Mg -3.56335 20.43383 -11.88791 1.30
N 0.09972 21.33571 -9.97551 0.94
S -1.30701 20.44432 -9.35370 0.42
O -1.20636 19.41305 -8.29027 -0.42
O -2.46330 20.35693 -10.30394 -0.17
F -1.73940 21.69332 -8.44083 -0.20
S 0.77365 19.97647 -10.28463 0.92
O 0.16700 19.20609 -11.37328 -0.60
O 1.51192 19.32762 -9.20787 -0.54
F 2.00635 20.60832 -11.12237 -0.27
N -3.30360 22.19593 -12.24451 0.01
S -1.92621 22.95038 -12.92281 0.72
O -1.01119 23.20859 -11.82351 -0.22
O -1.90031 23.74307 -14.12591 -0.39
F -1.34449 21.53015 -13.39806 -0.37
S -4.08113 23.53188 -12.39053 0.72
O -4.61860 23.88872 -13.70124 -0.55
O -3.81622 24.63836 -11.45839 -0.37
F -5.38731 22.81410 -11.73537 -0.36
N 0.30403 24.67742 -9.26350 0.47
S -1.02389 25.69067 -8.81975 0.80
O -1.21868 26.90317 -9.59435 -0.50
O -1.39324 25.62932 -7.45204 -0.52
F -2.03976 24.63097 -9.54530 -0.10
S 1.32250 25.67954 -8.63724 0.62
O 1.48400 25.57677 -7.18681 -0.48
O 1.60676 26.92003 -9.30279 -0.55
F 2.56239 24.76262 -9.22523 -0.17
Cl 5.19231 23.08496 -12.80714 -0.15
C 4.36802 24.64492 -12.34492 -0.36
C 2.86097 24.57847 -12.75330 -0.76
Cl 1.90899 23.54034 -11.66258 0.28
H 4.82691 25.56860 -12.69753 0.46
H 4.44154 24.75366 -11.26286 0.11
H 2.64844 24.26876 -13.77654 0.25
H 2.48828 25.60266 -12.73815 0.30
Cl -0.90038 26.46528 -12.41827 0.02
C -0.96315 27.66689 -13.70407 -0.79
C -0.70870 27.00018 -15.10849 -0.45
Cl 0.69486 25.89385 -15.26947 -0.13
H -0.20968 28.42920 -13.50588 0.34
H -1.96639 28.09024 -13.65519 0.37
H -0.63425 27.76901 -15.87756 0.41
H -1.56861 26.36298 -15.31495 0.21
Cl -4.55111 22.51421 -8.70142 -0.07
C -5.31654 22.25868 -7.03620 -0.69
C -4.32397 21.52116 -6.10695 -0.14
Cl -5.17174 20.83336 -4.68360 -0.18
H -6.19756 21.64920 -7.23728 0.37
H -5.54044 23.23797 -6.61317 0.34
H -3.57372 22.24955 -5.79923 0.27
H -3.80499 20.69639 -6.59533 0.08
Cl 1.95408 23.53251 -2.84463 -0.21
C 1.90729 23.45896 -4.63202 0.02
C 1.25338 22.15639 -5.03845 -0.91
Cl 0.91126 22.15433 -6.85524 -0.05
H 2.92930 23.57922 -4.99136 0.14
H 1.25034 24.27125 -4.94300 0.17
H 0.32252 21.97232 -4.50207 0.42
H 1.90783 21.28614 -4.98881 0.36
Cl 3.22634 18.39962 -15.25951 -0.18
C 1.63269 19.19338 -15.65825 -0.46
C 1.31491 20.36948 -14.75031 0.32
Cl 2.62868 21.54611 -14.76592 -0.15
H 0.79615 18.49588 -15.61587 0.35
H 1.69480 19.46738 -16.71142 0.34
H 1.24657 20.16323 -13.68219 -0.32
H 0.37651 20.89613 -14.92396 0.08
Cl 6.34111 19.91676 -8.32053 -0.20
C 6.54480 21.60464 -9.00489 -0.63
C 5.23563 22.36855 -9.23221 0.09
Cl 4.49602 22.87020 -7.65208 -0.09
H 7.24543 21.57082 -9.83919 0.40
H 7.12055 22.08156 -8.21170 0.33
H 4.63064 21.71487 -9.86054 0.08
H 5.41705 23.22616 -9.88002 -0.05
```

=====

[4]
Molecular formula: C38H86F3KN5O4S
Method: DFT, ωB97M-V/def2-TZVPD

Charge ... +5
Gap between HOMO and LUMO ... 9.467 eV

```
138
Properties=species:S:1:pos:R:3:mulliken_charge:R:1
K 4.37956 2.72582 1.26180 0.97
C 0.65349 -0.01498 -0.21166 0.37
F -0.36882 0.67705 -0.73568 0.11
F 0.20803 -1.23877 0.17099 -0.21
F 1.71399 -0.24044 -1.05587 -0.15
S 1.36187 0.77182 1.46481 1.11
O 2.73434 0.29615 1.69581 -0.75
O 1.27786 2.23229 1.15490 -0.66
O 0.43125 0.39807 2.54826 -0.66
C 0.28773 1.08674 5.92369 -1.13
N -0.68271 2.28333 6.09254 0.32
C 0.03915 3.58356 6.62716 -0.96
C -1.17486 2.46649 4.64368 -1.97
C -1.82462 2.01728 7.20051 -0.31
C -3.22147 1.65323 6.56043 -0.66
O -3.31925 0.36941 6.03009 -0.53
H 1.15869 1.43107 5.36605 0.43
H -0.20550 0.26523 5.40413 0.44
H 0.62568 0.87287 6.93767 0.46
H 0.55386 3.32925 7.55372 0.40
H -0.53909 4.50409 6.70681 0.36
H 0.78716 3.66965 5.83901 0.38
H -0.36798 2.44857 3.91107 0.59
H -1.75178 3.37719 4.48277 0.76
H -1.64667 1.49510 4.49568 0.62
H -2.04659 2.86393 7.85014 0.41
H -1.48004 1.16409 7.78485 0.28
H -3.50481 2.42018 5.83960 0.26
H -4.11678 1.71646 7.17891 0.55
H -4.13309 0.18113 5.55698 0.33
C -3.81827 -3.44961 -4.55680 -1.51
C -4.00991 -2.76630 -3.23770 0.81
C -5.08653 -1.56322 -3.28132 -1.04
N -5.17618 -0.78831 -1.95526 0.47
C -6.26965 0.35276 -2.21042 -0.93
C -3.79623 -0.16505 -1.59816 -1.19
C -3.18948 -1.04153 -0.44704 0.08
C -4.43302 -1.37194 0.26178 -0.92
C -5.51465 -1.70752 -0.75556 -0.59
H -3.62510 -2.70622 -5.33021 0.31
H -4.69488 -3.83621 -5.07660 0.43
H -3.16184 -4.31336 -4.45119 0.38
H -3.06624 -2.26461 -3.02347 -0.45
H -4.28525 -3.44176 -2.42773 0.29
H -6.04810 -1.89114 -3.67622 0.50
H -4.69986 -0.86233 -4.02115 0.50
H -5.77675 1.13634 -2.78591 0.37
H -6.63808 0.75993 -1.26885 0.37
H -7.09828 -0.17392 -2.68379 0.39
H -4.07964 0.77678 -1.12834 0.67
H -3.12572 0.12584 -2.40680 0.18
H -2.42256 -0.62583 0.20652 0.26
H -2.81311 -1.91507 -0.97936 0.26
H -4.52689 -0.61519 1.04064 0.38
H -4.38391 -2.25526 0.89851 0.43
H -6.51893 -1.63013 -0.33899 0.37
H -5.59207 -2.74676 -1.07504 0.24
C -0.70158 -1.09539 -4.61288 -1.42
C 0.57129 -1.35838 -5.37726 -0.03
C 1.64555 -1.88331 -4.49293 -1.29
N 2.92749 -2.16495 -5.26264 0.58
C 2.74082 -3.47067 -6.16268 -0.93
C 4.01653 -2.64779 -4.23642 -0.13
C 5.22723 -1.80471 -4.57503 -0.55
C 4.90805 -0.87931 -5.72406 -0.78
C 3.43258 -0.81363 -5.78263 -0.62
H -1.08467 -1.99517 -4.13149 0.20
H -1.49618 -0.73975 -5.26880 0.53
H -0.50446 -0.29206 -3.90301 0.23
H 0.94421 -0.37410 -5.66048 0.29
H 0.33069 -2.04279 -6.19077 0.28
H 1.41107 -2.73361 -3.85253 0.66
H 1.79230 -1.14161 -3.70779 0.43
H 2.43550 -4.32704 -5.56143 0.33
H 3.65935 -3.66169 -6.71758 0.43
H 2.02707 -3.15547 -6.92381 0.35
H 4.29492 -3.69254 -4.37469 0.41
H 3.71046 -2.43677 -3.21179 -0.23
H 6.04496 -2.49115 -4.79462 0.37
H 5.34520 -1.22621 -3.65879 0.31
H 5.32120 -1.39457 -6.59119 0.33
H 5.40769 0.08876 -5.68815 0.41
H 3.05031 -0.64946 -6.79011 0.38
H 3.07879 0.05956 -5.23446 0.42
C 1.15923 7.66420 -0.70032 -1.41
C -0.07177 6.89887 -0.13200 -0.15
C -0.40151 5.49936 -0.81265 -0.62
N -1.72107 4.85783 -0.27095 0.62
C -2.88940 5.41087 -1.12639 -1.04
C -1.95759 5.07492 1.28928 -0.82
C -2.73547 3.83244 1.79928 -0.61
C -2.26924 2.67442 0.87484 1.21
C -1.68370 3.30464 -0.39344 -0.55
H 1.24726 8.71053 -0.40784 0.39
H 1.12423 7.76394 -1.78519 0.36
H 2.03264 7.04232 -0.50401 0.32
H -0.89685 7.50460 -0.50672 0.30
H 0.02300 6.99055 0.95000 0.34
H 0.43183 4.80540 -0.70279 0.28
H -0.62619 5.54781 -1.87814 0.37
H -3.79705 4.91508 -0.78220 0.38
H -2.71065 5.42031 -2.20161 0.36
H -2.89585 6.46894 -0.86460 0.43
H -2.52575 5.98109 1.49938 0.44
H -0.96366 5.20970 1.71594 0.40
H -3.77616 4.11194 1.63515 0.49
H -2.64379 3.60164 2.86061 -0.11
H -3.12703 2.06007 0.60118 -0.21
H -1.58033 1.99485 1.37652 -0.47
H -2.20080 3.01412 -1.30793 0.20
H -0.63824 2.99771 -0.42358 0.00
C 5.06765 -6.84692 2.22302 -1.44
C 4.24754 -5.55303 2.45596 -0.05
C 4.47522 -4.49554 1.43877 -0.99
N 3.72014 -3.11313 1.61114 0.64
C 3.63072 -2.39202 0.27004 -1.18
C 4.52717 -2.37516 2.69419 -0.74
C 3.65328 -2.03998 3.92952 -0.54
C 2.28248 -2.74881 3.70194 -0.49
C 2.30030 -3.10257 2.22831 -0.11
H 4.93840 -7.43425 3.13211 0.40
H 6.15006 -6.71855 2.22713 0.37
H 4.79188 -7.31571 1.27841 0.37
H 4.77685 -5.15260 3.32059 0.27
H 3.20400 -5.81337 2.63305 0.30
H 4.17054 -4.91588 0.48034 0.45
H 5.53364 -4.26838 1.31121 0.43
H 3.07731 -1.48624 0.51788 -0.07
H 3.12734 -2.94474 -0.52318 0.57
H 4.63248 -2.15774 -0.09008 0.52
H 4.86700 -1.45935 2.21053 0.34
H 5.47682 -2.86790 2.90267 0.51
H 3.57913 -0.95632 4.02051 0.12
H 4.14017 -2.31899 4.86396 0.48
H 1.41358 -2.10232 3.82502 0.22
H 2.26440 -3.69055 4.25046 0.37
H 1.57575 -2.46438 1.72249 -0.48
H 1.95625 -4.12614 2.07981 0.64
```

=====

[5]
Molecular formula: C16H9F3INPtS
Method: DFT, ωB97M-V/def2-TZVPD

Charge ... +2
Gap between HOMO and LUMO (spin up / spin down) ... 4.892 / 4.966 eV

```
32
Properties=species:S:1:pos:R:3:mulliken_charge:R:1
Pt 0.35405 0.72966 0.20263 0.83
F 3.03421 0.81890 4.45083 -0.24
C 3.69373 -0.27875 4.02976 0.72
F 3.12124 -1.33937 4.60956 -0.20
F 4.95656 -0.19589 4.42322 -0.23
C 3.59288 -0.39221 2.52232 -0.04
C 4.64918 -0.86398 1.75086 -0.23
C 4.49231 -0.98339 0.37443 -0.65
C 3.29850 -0.59017 -0.20047 -0.29
N 2.29865 -0.11783 0.55114 -0.56
C 2.42113 -0.03256 1.88110 0.81
S 0.93828 0.55896 2.59475 -0.14
H 5.58186 -1.13092 2.23092 0.53
H 5.28264 -1.37400 -0.24933 0.44
H 3.13556 -0.66019 -1.26732 0.47
I -2.22801 0.25675 -0.48295 0.23
C -2.54540 2.33463 -0.22202 0.29
C -3.82922 2.82340 -0.18973 -0.44
C -4.02799 4.19738 -0.01931 -0.72
C -2.94795 5.04649 0.04174 -0.80
C -1.62789 4.55436 -0.05207 0.82
C -0.51011 5.41468 -0.08932 -0.69
C 0.77279 4.92531 -0.22397 -0.81
C 0.99381 3.54770 -0.27145 -0.57
C -0.07467 2.68596 -0.17112 -0.03
C -1.41308 3.14852 -0.13610 0.92
H -4.67691 2.15920 -0.30047 0.38
H -5.03498 4.58197 0.05996 0.43
H -3.10526 6.10974 0.16872 0.44
H -0.67188 6.48429 -0.04061 0.45
H 1.61709 5.59598 -0.29513 0.42
H 2.00661 3.17408 -0.38067 0.47
```

=====

no.,F_max (eV Å⁻¹),electronic energy (eV)
1,9.48,-52812.9184
2,0.50,-62028.0881
3,11.88,-284336.2039
4,3.04,-91704.0044
5,2.19,-48544.8982